# C4H14NO2

2 unconnected molecules or ions with the total composition C4H14NO2 in a non-equilibrium geometry (ωB97M-V/def2-TZVPD, the OMol25 dataset).

```
21
Properties=species:S:1:pos:R:3:forces:R:3:lowdin_charge:R:1
C -1.77758 1.50562 -0.80262 0.399 -5.439 -1.278 -0.01
C -0.41905 0.94788 -0.51198 -0.408 -1.179 1.577 -0.21
C 0.11490 -0.16466 -1.43804 1.865 1.649 -3.926 -0.41
C -0.28178 -1.56046 -1.37062 -3.338 -0.268 -2.281 -0.04
O 1.53207 0.05680 -1.49429 0.752 0.895 1.060 -0.04
N -0.46441 0.46132 1.03299 1.435 -0.349 1.241 0.22
H -2.21614 2.26443 -0.31618 -0.955 2.651 2.490 0.05
H -1.84582 1.73852 -1.81721 0.180 0.460 -1.815 0.08
H -2.38689 0.55595 -0.73297 -0.281 1.201 0.041 0.12
H 0.35772 1.62682 -0.52623 1.513 1.697 0.191 0.12
H -0.09673 0.12065 -2.55435 -0.780 0.260 2.154 0.19
H -0.42768 -2.04934 -2.38338 1.480 0.331 1.099 0.13
H 0.18255 -2.11043 -0.63703 1.046 -1.616 1.500 0.07
H -1.35870 -1.51607 -1.22510 -0.505 -0.237 0.971 0.09
H 2.20604 -0.63357 -1.54688 -0.987 -0.504 0.024 0.11
H 0.26137 -0.18081 1.45197 0.503 1.067 -0.981 0.15
H -0.57500 1.16446 1.81279 0.085 -0.280 -1.485 0.19
H -1.19400 -0.19331 1.18382 -1.877 -0.452 -0.315 0.13
H 2.14070 -0.85461 3.62695 -0.845 -0.062 0.140 0.06
H 0.83039 -0.88820 4.55083 1.073 -0.033 -2.708 0.11
O 1.16219 -0.88731 3.57200 -0.355 0.206 2.299 -0.11
```
Positions in Å, forces in eV/Å.

Computed properties:
Frontier orbital gap = 0.3950 Eh
Net charge = +1
Strongest force on any atom = 5.60 eV/A
Energy above the lowest of the compared OMol25 structures with the same formula, charge and spin = 62.5 kcal/mol
Calculated total energy = -9952.05072 eV